DFT (ωB97M-V/def2-TZVPD) results for 16 unconnected molecules or ions with the total composition C34H75N16O34 at a distorted geometry.

Calculated values
HOMO-LUMO gap	8.63	eV
LUMO	-3.49	eV
energy	-129882.15828	eV
charge	+1
HOMO energy	-12.1233	eV
max |F|	3.5	eV Å⁻¹

Last column: Löwdin charge in e.
Cartesian coordinates (Å):
C -3.281 0.553 2.574  0.021
C -4.182 1.765 2.495  -0.500
O -4.408 2.420 3.497  0.087
O -4.797 2.138 1.333  -0.015
C -3.854 2.302 0.249  -0.163
C -4.603 2.856 -0.964  -0.146
C -4.317 2.135 -2.304  -0.176
C -2.859 1.779 -2.561  -0.194
C -1.958 2.944 -3.017  -0.178
C -1.314 3.683 -1.822  -0.188
C -1.796 5.128 -1.740  -0.144
C -0.924 6.018 -0.805  -0.097
C -0.118 5.204 0.178  -0.146
C -0.731 4.915 1.336  -0.007
N -0.126 4.223 2.286  0.131
C 1.122 3.775 2.148  -0.019
C 1.775 4.039 1.012  0.021
C 1.193 4.751 0.000  -0.099
C 1.979 5.050 -1.242  -0.058
C 2.243 3.842 -2.142  -0.158
O 2.560 2.645 -1.403  -0.036
C 1.813 1.581 -1.901  -0.466
C 2.548 0.685 -2.855  0.026
O 0.664 1.394 -1.549  0.121
H -2.262 0.867 2.781  0.087
H -3.680 -0.121 3.323  0.094
H -3.244 0.020 1.626  0.064
H -3.425 1.325 0.045  0.109
H -3.109 3.045 0.549  0.111
H -5.661 2.722 -0.743  0.117
H -4.460 3.929 -1.057  0.093
H -4.947 1.245 -2.331  0.114
H -4.708 2.785 -3.088  0.112
H -2.377 1.281 -1.720  0.096
H -2.860 1.044 -3.369  0.113
H -2.585 3.651 -3.562  0.096
H -1.228 2.562 -3.712  0.080
H -0.251 3.716 -2.008  0.067
H -1.457 3.122 -0.900  0.097
H -2.848 5.217 -1.478  0.102
H -1.717 5.540 -2.745  0.108
H -1.601 6.634 -0.216  0.117
H -0.277 6.674 -1.377  0.112
H -1.733 5.260 1.544  0.159
H -0.590 4.027 3.163  0.185
H 1.565 3.238 2.964  0.118
H 2.787 3.682 0.947  0.123
H 1.529 5.868 -1.791  0.122
H 2.954 5.411 -0.909  0.139
H 3.117 4.078 -2.748  0.101
H 1.450 3.655 -2.862  0.119
H 3.021 -0.113 -2.278  0.063
H 3.315 1.265 -3.364  0.088
H 1.878 0.228 -3.575  0.094
C 2.825 -2.733 -0.153  0.047
N 4.192 -2.161 -0.299  -0.436
O 4.289 -0.994 -0.636  0.035
O 5.124 -2.898 -0.078  0.081
H 2.099 -1.962 -0.382  0.089
H 2.749 -3.562 -0.851  0.108
H 2.717 -3.074 0.868  0.076
C -6.469 4.874 3.120  0.037
N -7.277 5.026 1.880  -0.447
O -6.677 5.127 0.827  0.048
O -8.480 5.040 2.005  0.077
H -5.422 4.875 2.847  0.075
H -6.706 5.712 3.770  0.101
H -6.744 3.932 3.580  0.098
C 6.171 -1.448 -4.106  0.057
N 5.360 -1.008 -5.276  -0.440
O 5.937 -0.773 -6.311  0.089
O 4.157 -0.915 -5.108  0.029
H 7.212 -1.484 -4.404  0.098
H 6.016 -0.725 -3.310  0.097
H 5.814 -2.431 -3.813  0.103
C 1.339 -2.923 4.362  0.079
N 0.553 -2.450 3.189  -0.382
O 1.158 -2.187 2.166  0.058
O -0.646 -2.359 3.329  0.004
H 2.387 -2.953 4.087  0.103
H 1.168 -2.221 5.173  0.106
H 0.974 -3.913 4.620  0.090
C 5.718 3.657 3.292  0.069
N 4.268 3.411 3.515  -0.423
O 3.699 4.074 4.358  0.061
O 3.740 2.553 2.836  0.051
H 6.041 4.441 3.966  0.101
H 6.239 2.726 3.495  0.110
H 5.843 3.956 2.255  0.105
C 2.777 2.912 7.544  0.050
N 3.876 1.912 7.493  -0.445
O 4.863 2.114 8.164  0.079
O 3.706 0.949 6.771  0.048
H 3.062 3.712 8.218  0.100
H 2.639 3.283 6.533  0.074
H 1.887 2.402 7.900  0.104
C -1.867 -3.537 1.777  0.029
N -3.141 -3.353 1.031  -0.416
O -3.975 -2.610 1.511  0.046
O -3.264 -3.963 -0.007  0.063
H -1.904 -2.936 2.679  0.053
H -1.779 -4.590 2.016  0.076
H -1.057 -3.215 1.129  0.106
C -2.722 4.174 -7.206  0.064
N -1.701 3.988 -6.139  -0.440
O -1.261 4.979 -5.590  0.056
O -1.370 2.851 -5.881  0.050
H -2.912 5.235 -7.319  0.099
H -2.318 3.749 -8.120  0.106
H -3.619 3.647 -6.894  0.106
C 6.134 -0.915 8.813  0.036
N 6.014 -2.375 9.078  -0.457
O 6.941 -3.086 8.756  0.070
O 4.985 -2.751 9.600  0.059
H 7.094 -0.725 8.347  0.096
H 5.319 -0.635 8.153  0.069
H 6.057 -0.402 9.767  0.102
C 2.056 3.940 -6.448  0.059
N 2.985 4.948 -5.868  -0.430
O 3.358 5.849 -6.576  0.102
O 3.307 4.789 -4.702  0.030
H 1.861 4.207 -7.480  0.100
H 2.542 2.971 -6.381  0.104
H 1.142 3.960 -5.859  0.070
C -0.466 -7.707 4.214  0.068
N 0.233 -6.594 3.513  -0.431
O 1.425 -6.478 3.673  0.082
O -0.453 -5.868 2.818  0.032
H 0.265 -8.263 4.788  0.099
H -1.218 -7.263 4.859  0.107
H -0.925 -8.333 3.454  0.107
C -2.457 -6.877 -1.486  0.047
N -2.311 -8.202 -0.827  -0.446
O -1.243 -8.774 -0.936  0.037
O -3.270 -8.624 -0.224  0.075
H -1.525 -6.633 -1.981  0.094
H -3.269 -6.954 -2.203  0.106
H -2.687 -6.151 -0.711  0.069
C 2.366 -2.510 -7.189  0.025
N 1.379 -3.298 -7.978  -0.457
O 0.225 -2.924 -7.967  0.065
O 1.803 -4.261 -8.578  0.070
H 1.848 -1.688 -6.711  0.084
H 2.800 -3.177 -6.450  0.095
H 3.122 -2.145 -7.877  0.101
C -0.236 -10.289 -3.952  0.047
N -1.521 -10.086 -4.676  -0.451
O -2.330 -9.325 -4.182  0.054
O -1.671 -10.695 -5.710  0.074
H -0.251 -9.683 -3.054  0.068
H -0.159 -11.345 -3.709  0.103
H 0.565 -9.983 -4.618  0.100
C -6.120 -3.594 4.029  0.046
N -5.957 -4.929 4.666  -0.455
O -4.879 -5.479 4.548  0.050
O -6.912 -5.375 5.260  0.076
H -5.189 -3.334 3.538  0.063
H -6.929 -3.670 3.309  0.106
H -6.361 -2.884 4.814  0.101

---

DFT (ωB97M-V/def2-TZVPD) results for a molecular structure, C34H77Cl2NO11P2Si2 at a distorted geometry.

Calculated values
HOMO-LUMO gap	8.20	eV
LUMO	0.49	eV
energy	-119902.56358	eV
HOMO energy	-7.7074	eV
max |F|	1.0	eV Å⁻¹

Last column: Löwdin charge in e.
Cartesian coordinates (Å):
C -3.023 -6.167 -1.684  -0.148
C -2.020 -5.340 -2.511  -0.460
P -1.537 -3.673 -1.892  0.872
C -3.007 -2.951 -1.097  -0.489
C -4.027 -2.434 -2.132  -0.154
Si 0.044 -3.936 -0.375  0.010
Cl -0.703 -3.974 1.581  0.364
C 1.012 -5.538 -0.596  -0.314
O 2.128 -5.268 -1.427  -0.264
C 3.134 -6.245 -1.325  -0.115
O 1.107 -2.703 -0.550  -0.335
Si 1.805 -1.782 0.645  0.371
C 3.220 -0.860 -0.144  -0.260
C 2.946 -0.629 -1.644  -0.255
C 3.295 -1.875 -2.477  -0.174
C 2.355 -2.065 -3.641  -0.164
O 2.440 -0.930 -4.536  -0.038
C 1.301 -0.363 -4.956  -0.350
O 0.320 -0.156 -4.293  0.078
C 2.487 -2.866 2.026  -0.352
C 2.293 -2.595 3.381  -0.093
C 2.878 -3.426 4.322  -0.072
C 3.626 -4.498 3.886  -0.065
C 3.766 -4.699 2.518  -0.143
N 3.213 -3.912 1.607  0.077
P 0.390 -0.249 1.595  0.442
O -1.118 -0.727 1.133  -0.468
Cl 0.615 1.284 0.245  0.226
H -3.260 -5.700 -0.729  0.046
H -3.965 -6.298 -2.219  0.066
H -2.633 -7.162 -1.465  0.064
H -1.113 -5.916 -2.695  0.050
H -2.440 -5.142 -3.500  0.059
H -3.512 -3.651 -0.428  0.059
H -2.686 -2.120 -0.470  0.039
H -4.858 -3.128 -2.258  0.065
H -3.564 -2.247 -3.102  0.055
H -4.438 -1.485 -1.784  0.054
H 1.338 -5.888 0.392  0.074
H 0.389 -6.327 -1.038  0.080
H 3.441 -6.382 -0.281  0.075
H 2.804 -7.211 -1.728  0.089
H 3.991 -5.892 -1.896  0.089
H 3.369 0.083 0.388  0.061
H 4.132 -1.453 -0.021  0.084
H 3.535 0.225 -1.974  0.087
H 1.894 -0.377 -1.811  0.079
H 4.313 -1.769 -2.865  0.122
H 3.251 -2.774 -1.860  0.098
H 2.610 -2.946 -4.234  0.127
H 1.331 -2.170 -3.277  0.107
H 1.357 -0.072 -6.016  0.124
H 1.705 -1.740 3.688  0.069
H 2.747 -3.234 5.379  0.107
H 4.109 -5.170 4.584  0.102
H 4.353 -5.533 2.151  0.102
H -1.591 -1.092 1.891  0.023
C -6.723 0.003 0.721  -0.049
C -5.792 -1.144 1.086  -0.492
C -5.926 -1.536 2.550  -0.054
O -4.442 -0.830 0.769  -0.072
H -6.478 0.888 1.311  0.063
H -6.618 0.260 -0.333  0.080
H -7.765 -0.257 0.915  0.080
H -6.031 -2.005 0.457  0.133
H -5.646 -0.693 3.185  0.071
H -5.263 -2.370 2.781  0.077
H -6.950 -1.829 2.791  0.078
H -4.167 -0.068 1.301  0.053
C 4.665 4.690 -0.964  -0.062
C 4.902 3.613 -2.012  -0.498
C 4.464 4.064 -3.396  -0.060
O 4.246 2.401 -1.647  -0.068
H 3.599 4.923 -0.901  0.081
H 4.993 4.346 0.017  0.078
H 5.201 5.608 -1.210  0.078
H 5.963 3.357 -2.033  0.137
H 3.392 4.281 -3.398  0.082
H 4.649 3.280 -4.129  0.079
H 4.994 4.966 -3.706  0.078
H 3.297 2.571 -1.615  0.082
C -3.750 2.837 4.474  -0.045
C -3.138 2.303 3.190  -0.468
C -2.559 3.413 2.335  -0.043
O -4.133 1.567 2.461  -0.073
H -4.577 3.518 4.252  0.086
H -4.147 2.021 5.079  0.082
H -3.011 3.381 5.064  0.060
H -2.352 1.584 3.422  0.127
H -3.335 4.131 2.058  0.078
H -2.127 3.006 1.419  0.074
H -1.781 3.950 2.878  0.069
H -4.842 2.184 2.246  0.088
C -2.016 8.653 4.026  -0.062
C -1.831 7.236 3.506  -0.506
C -0.536 7.084 2.723  -0.058
O -2.948 6.836 2.715  -0.059
H -2.065 9.357 3.190  0.081
H -2.944 8.735 4.590  0.079
H -1.188 8.950 4.671  0.079
H -1.827 6.540 4.347  0.127
H -0.544 7.744 1.851  0.082
H -0.421 6.060 2.368  0.070
H 0.330 7.341 3.335  0.080
H -2.999 7.421 1.950  0.089
C -0.482 3.814 6.803  -0.056
C -0.472 2.377 6.306  -0.506
C 0.431 1.496 7.154  -0.058
O -0.098 2.329 4.931  -0.064
H 0.524 4.239 6.744  0.083
H -1.141 4.428 6.187  0.060
H -0.818 3.876 7.839  0.082
H -1.489 1.979 6.329  0.127
H 1.462 1.859 7.107  0.082
H 0.419 0.471 6.784  0.077
H 0.117 1.494 8.198  0.080
H 0.800 2.669 4.851  0.090
C 2.229 0.054 -9.404  -0.060
C 2.283 -1.460 -9.543  -0.501
C 2.880 -2.118 -8.310  -0.055
O 3.006 -1.832 -10.716  -0.054
H 3.238 0.457 -9.282  0.082
H 1.791 0.504 -10.295  0.079
H 1.637 0.353 -8.538  0.066
H 1.275 -1.842 -9.706  0.137
H 3.908 -1.778 -8.156  0.085
H 2.901 -3.202 -8.427  0.081
H 2.310 -1.879 -7.411  0.060
H 3.909 -1.513 -10.617  0.085

---

DFT (ωB97M-V/def2-TZVPD) results for 10 unconnected molecules or ions with the total composition C34H77F3I2N20O17PS2 at a distorted geometry.

Calculated values
HOMO-LUMO gap	7.56	eV
LUMO	-2.64	eV
energy	-156428.79959	eV
charge	+1
HOMO energy	-10.2023	eV
max |F|	4.0	eV Å⁻¹

Last column: Löwdin charge in e.
Cartesian coordinates (Å):
C -4.981 -0.209 1.357  -0.092
C -3.780 0.768 1.373  -0.240
C -2.473 -0.018 1.593  -0.186
C -1.261 0.930 1.431  -0.144
C -0.010 0.349 0.699  -0.339
P 1.139 -0.292 2.099  0.329
O 2.155 0.864 2.556  -0.195
O 0.223 -0.716 3.369  -0.207
S 2.111 -1.900 1.649  0.399
N -0.193 -0.858 -0.109  0.001
C -0.868 -0.755 -1.376  -0.229
C -1.173 -2.146 -1.999  -0.067
C -1.068 -3.342 -1.085  -0.229
C -1.976 -3.492 -0.057  -0.056
C -1.909 -4.555 0.793  -0.070
C -0.956 -5.528 0.643  -0.059
C -0.058 -5.410 -0.389  -0.058
C -0.137 -4.331 -1.228  -0.056
C -0.260 0.293 -2.378  -0.337
C -1.379 0.696 -3.385  -0.600
I -0.745 2.423 -4.545  0.975
C -1.847 -0.439 -4.403  -0.729
C -3.361 -0.787 -4.189  -0.176
I -1.769 0.234 -6.478  0.866
S 1.244 -0.205 -3.304  0.782
O 2.253 0.809 -3.179  -0.249
O 1.002 -0.367 -4.702  -0.307
C 2.072 -1.805 -2.808  -0.640
F 3.374 -1.589 -2.970  0.159
F 1.857 -2.203 -1.568  0.146
F 1.742 -2.781 -3.659  0.146
N 0.016 1.535 -1.550  -0.026
O -1.089 2.329 -1.306  0.028
C 0.764 1.346 -0.244  -0.332
C 0.898 2.707 0.401  -0.142
O 1.327 3.673 -0.546  -0.181
C 0.889 4.982 -0.152  -0.050
O 1.964 0.661 -0.435  -0.102
C 3.187 1.410 -0.442  -0.119
C 4.309 0.457 -0.872  -0.169
O 5.202 0.217 0.211  -0.141
C 5.988 -0.938 -0.020  -0.260
C 5.741 -2.079 0.985  -0.079
H -5.699 0.048 0.574  0.073
H -4.628 -1.220 1.141  0.067
H -5.527 -0.227 2.306  0.043
H -3.769 1.236 0.376  0.093
H -3.920 1.547 2.125  0.114
H -2.546 -0.468 2.584  0.128
H -2.481 -0.808 0.842  0.070
H -1.654 1.867 1.031  0.094
H -0.962 1.213 2.446  0.104
H 2.229 0.822 3.533  0.053
H -0.044 0.063 3.886  0.084
H -0.585 -1.563 0.508  0.092
H -1.871 -0.307 -1.175  0.142
H -0.588 -2.371 -2.896  0.090
H -2.202 -2.130 -2.361  0.109
H -2.757 -2.745 0.071  0.107
H -2.627 -4.650 1.608  0.086
H -0.875 -6.386 1.299  0.112
H 0.740 -6.120 -0.588  0.075
H 0.585 -4.247 -2.034  0.092
H -2.312 0.917 -2.879  0.076
H -1.250 -1.339 -4.420  0.024
H -3.603 -0.666 -3.120  0.070
H -3.582 -1.847 -4.397  0.061
H -4.009 -0.101 -4.732  0.050
H 0.636 2.138 -2.133  0.132
H -1.838 1.790 -0.999  0.119
H 1.602 2.718 1.238  0.139
H -0.030 3.088 0.835  0.125
H 1.412 5.737 -0.735  0.101
H 1.089 5.143 0.914  0.059
H -0.184 5.065 -0.369  0.094
H 3.488 1.837 0.515  0.134
H 3.153 2.204 -1.189  0.123
H 3.838 -0.509 -1.078  0.096
H 4.837 0.821 -1.758  0.138
H 7.056 -0.696 0.006  0.114
H 5.820 -1.350 -1.021  0.110
H 6.700 -2.386 1.417  0.067
H 5.064 -1.816 1.793  0.021
H 5.346 -2.979 0.510  0.065
C 1.346 6.727 3.543  -0.664
O 1.187 6.604 2.333  -0.004
N 2.495 7.196 4.087  0.168
N 0.367 6.399 4.441  0.150
H 2.649 7.308 5.073  0.072
H 3.233 7.450 3.456  0.105
H -0.498 6.053 4.071  0.098
H 0.472 6.492 5.433  0.094
C -1.298 3.978 -9.512  -0.683
O -1.696 4.194 -10.638  0.040
N -1.961 3.144 -8.646  0.133
N -0.158 4.545 -9.010  0.149
H -1.653 2.951 -7.711  -0.006
H -2.801 2.711 -8.982  0.098
H 0.351 5.160 -9.617  0.104
H 0.187 4.379 -8.085  0.084
C -7.353 -1.894 4.239  -0.665
O -6.318 -1.594 3.665  0.009
N -8.330 -2.637 3.643  0.155
N -7.617 -1.511 5.523  0.151
H -9.187 -2.895 4.094  0.095
H -8.167 -2.935 2.700  0.106
H -6.919 -0.964 5.991  0.102
H -8.460 -1.746 6.012  0.094
C 5.605 7.798 6.530  -0.672
O 4.602 8.212 5.968  0.011
N 5.606 7.418 7.840  0.152
N 6.805 7.686 5.891  0.154
H 6.417 7.078 8.320  0.095
H 4.740 7.491 8.340  0.104
H 6.839 7.960 4.927  0.105
H 7.640 7.352 6.332  0.095
C -2.978 -5.944 4.559  -0.673
O -3.362 -5.712 3.426  0.021
N -3.644 -6.790 5.399  0.150
N -1.849 -5.376 5.080  0.154
H -3.346 -6.995 6.333  0.092
H -4.477 -7.224 5.046  0.103
H -1.336 -4.749 4.487  0.102
H -1.515 -5.552 6.007  0.092
C 3.155 -7.224 -2.308  -0.659
O 2.121 -6.751 -1.862  0.015
N 4.322 -7.222 -1.603  0.158
N 3.225 -7.792 -3.548  0.155
H 5.181 -7.605 -1.948  0.096
H 4.303 -6.812 -0.688  0.107
H 2.383 -7.811 -4.091  0.099
H 4.063 -8.186 -3.932  0.096
C 4.046 -0.149 5.752  -0.659
O 3.030 0.432 5.390  0.006
N 4.266 -0.476 7.055  0.160
N 5.025 -0.507 4.882  0.175
H 5.088 -0.950 7.377  0.099
H 3.558 -0.222 7.719  0.107
H 4.888 -0.277 3.915  0.099
H 5.864 -0.983 5.154  0.102
C -2.040 -4.582 -5.138  -0.635
O -2.423 -3.516 -4.666  0.008
N -2.829 -5.341 -5.945  0.165
N -0.800 -5.086 -4.890  0.181
H -2.540 -6.214 -6.342  0.100
H -3.749 -4.995 -6.145  0.110
H -0.194 -4.553 -4.294  0.081
H -0.470 -5.955 -5.265  0.100
C -3.577 6.656 -3.337  -0.688
O -3.951 7.666 -2.777  0.037
N -4.356 5.978 -4.236  0.148
N -2.341 6.105 -3.115  0.147
H -4.065 5.144 -4.709  0.084
H -5.268 6.353 -4.424  0.104
H -1.742 6.576 -2.463  0.097
H -2.015 5.271 -3.564  0.027

---

Question: Number 1 is which compound?
Answer: C34H75N16O34

---

Question: The highest energy belongs to which entry?
Answer: C34H77Cl2NO11P2Si2

---

Question: The lowest HOMO-LUMO gap belongs to which entry?
Answer: C34H77F3I2N20O17PS2

---

Question: Which of these has the highest max |F|?
Answer: C34H77F3I2N20O17PS2